This record from OMol25 describes a cluster of 8 separate species, C43H74NO15 in total. The level of theory is ωB97M-V with the def2-TZVPD basis set.

Geometry as XYZ:
```
133
Properties=species:S:1:pos:R:3:forces:R:3
C -6.669 -2.922 -0.085 0.557 0.083 0.340
C -5.179 -3.144 -0.149 -0.272 0.214 0.057
C -4.593 -3.986 -1.087 0.062 0.041 0.031
C -3.219 -4.179 -1.111 -0.039 -0.081 -0.137
C -2.391 -3.534 -0.205 0.022 0.140 -0.048
C -0.881 -3.766 -0.252 -0.539 -0.307 0.296
C -0.207 -3.032 0.863 0.099 -0.021 -0.647
N -0.139 -3.689 2.037 0.180 0.328 -0.030
C 0.359 -3.146 3.159 -0.078 -0.149 0.253
C 0.812 -1.857 3.140 0.072 0.183 0.042
C 0.772 -1.151 1.946 -0.118 -0.101 -0.121
C 0.261 -1.727 0.779 0.519 -0.008 0.255
C 0.218 -0.881 -0.461 -0.483 -0.057 -0.173
C -0.946 0.127 -0.359 -0.009 -0.088 0.251
O -2.009 -0.294 -1.202 0.150 -0.009 -0.052
C -2.978 -2.682 0.720 -0.043 0.188 0.236
C -4.349 -2.484 0.753 0.160 -0.245 -0.218
H -7.198 -3.521 -0.817 -0.176 0.084 -0.027
H -6.873 -1.861 -0.229 -0.186 -0.014 -0.250
H -6.997 -3.152 0.930 -0.227 -0.179 -0.070
H -5.224 -4.488 -1.808 -0.004 -0.052 -0.029
H -2.795 -4.838 -1.860 0.040 -0.024 -0.003
H -0.717 -4.841 -0.126 0.161 -0.009 -0.031
H -0.478 -3.507 -1.225 0.080 0.183 -0.012
H -0.499 -4.635 2.052 0.001 -0.016 0.104
H 0.375 -3.753 4.051 -0.064 -0.136 -0.050
H 1.192 -1.408 4.045 0.094 0.043 -0.005
H 1.125 -0.128 1.911 0.110 0.072 0.078
H 0.040 -1.467 -1.359 0.047 -0.095 -0.028
H 1.172 -0.376 -0.599 0.052 0.072 0.173
H -1.291 0.144 0.677 -0.012 0.206 0.027
H -0.616 1.138 -0.585 -0.050 -0.001 -0.207
H -2.833 -0.197 -0.718 -0.056 -0.001 -0.088
H -2.386 -2.127 1.440 0.097 -0.048 -0.003
H -4.765 -1.812 1.491 -0.079 0.009 0.019
O -1.053 2.640 1.388 0.058 -0.057 -0.047
C -0.926 2.886 2.561 -0.076 -0.129 0.169
O 0.319 2.958 3.065 -0.051 0.104 -0.075
C 0.577 3.334 4.429 0.079 -0.032 0.164
C 0.541 2.133 5.348 -0.222 -0.149 -0.068
C -2.130 3.028 3.464 0.098 0.304 -0.053
H -0.106 4.125 4.732 -0.039 -0.020 0.049
H 1.577 3.765 4.429 0.019 -0.048 -0.180
H -0.443 1.659 5.346 -0.067 0.096 0.063
H 0.777 2.424 6.371 0.006 0.033 -0.011
H 1.270 1.398 5.016 0.118 0.040 0.011
H -2.455 2.035 3.775 -0.024 -0.003 0.037
H -2.929 3.490 2.889 -0.009 -0.126 -0.068
H -1.964 3.634 4.348 0.018 -0.083 0.102
O 3.315 1.070 3.949 -0.095 -0.152 -0.130
C 4.306 1.119 3.260 0.239 -0.055 0.137
O 4.266 0.590 2.032 -0.313 0.033 -0.067
C 5.341 0.747 1.081 0.224 -0.003 -0.165
C 6.430 -0.278 1.273 -0.188 -0.387 0.244
C 5.600 1.690 3.783 -0.041 0.365 -0.132
H 5.729 1.764 1.113 0.010 -0.004 0.031
H 4.871 0.622 0.108 -0.096 -0.012 0.065
H 6.909 -0.177 2.247 0.084 0.076 -0.045
H 7.189 -0.153 0.511 0.079 0.049 -0.046
H 6.021 -1.290 1.213 -0.068 0.058 -0.031
H 6.113 0.916 4.351 0.009 -0.019 -0.003
H 5.360 2.513 4.452 -0.046 -0.103 0.101
H 6.269 2.064 3.013 0.058 -0.128 0.005
O -8.509 -3.766 -3.536 0.049 -0.018 0.064
C -7.946 -2.848 -4.069 -0.206 0.033 -0.144
O -7.249 -1.997 -3.282 0.200 -0.023 0.240
C -6.386 -0.980 -3.794 0.017 0.141 -0.106
C -7.139 0.290 -4.133 -0.118 -0.035 -0.003
C -8.050 -2.582 -5.549 0.386 -0.155 0.016
H -5.810 -1.355 -4.642 -0.041 -0.007 -0.024
H -5.675 -0.788 -2.991 -0.017 -0.060 0.035
H -7.870 0.123 -4.923 0.048 -0.003 -0.043
H -6.447 1.065 -4.462 0.013 -0.002 0.009
H -7.678 0.651 -3.257 0.040 0.015 0.018
H -8.970 -2.033 -5.743 -0.020 -0.001 -0.002
H -8.100 -3.533 -6.071 -0.161 -0.002 0.014
H -7.211 -2.031 -5.965 -0.075 0.095 0.016
O -7.805 -3.525 -8.824 0.014 0.032 0.045
C -8.927 -3.246 -9.148 -0.005 -0.152 -0.150
O -9.862 -3.139 -8.183 0.029 0.125 0.164
C -11.184 -2.642 -8.419 -0.193 -0.033 -0.084
C -12.120 -3.725 -8.910 0.090 -0.099 -0.039
C -9.326 -3.088 -10.596 -0.005 0.341 0.004
H -11.157 -1.782 -9.089 0.029 -0.029 -0.032
H -11.519 -2.276 -7.449 0.070 -0.015 0.031
H -11.802 -4.126 -9.873 -0.027 0.052 -0.030
H -13.131 -3.331 -9.020 -0.002 0.011 0.013
H -12.142 -4.552 -8.201 -0.028 0.029 0.033
H -9.528 -4.076 -11.008 -0.008 -0.017 0.001
H -8.486 -2.652 -11.130 0.070 -0.129 0.010
H -10.192 -2.452 -10.756 -0.057 -0.103 0.017
O -5.494 1.588 4.815 0.054 0.042 0.011
C -6.326 1.307 3.996 0.016 -0.170 0.021
O -7.589 1.720 4.180 0.042 0.174 0.057
C -8.611 1.581 3.186 -0.155 -0.098 -0.110
C -9.272 0.220 3.235 0.105 -0.068 0.080
C -5.988 0.436 2.807 0.019 0.232 -0.298
H -8.218 1.815 2.196 0.037 -0.028 0.013
H -9.336 2.356 3.427 0.046 0.026 0.062
H -8.565 -0.581 3.015 -0.007 0.012 -0.066
H -10.085 0.167 2.511 -0.007 0.017 0.000
H -9.678 0.035 4.230 -0.039 0.032 -0.009
H -6.040 -0.607 3.119 -0.030 -0.008 0.018
H -4.968 0.666 2.505 0.049 -0.064 0.124
H -6.629 0.582 1.940 -0.082 -0.094 0.062
O 8.487 1.645 0.054 0.075 0.133 -0.023
C 9.350 2.042 0.798 -0.089 0.206 -0.065
O 9.394 1.537 2.041 -0.032 -0.174 0.051
C 10.476 1.819 2.948 0.169 0.051 0.144
C 10.267 3.114 3.697 -0.260 0.044 -0.019
C 10.314 3.131 0.398 0.304 -0.244 -0.071
H 11.429 1.805 2.423 -0.017 0.061 -0.030
H 10.481 0.979 3.642 -0.101 -0.041 -0.047
H 10.243 3.968 3.022 0.107 0.006 -0.003
H 11.076 3.268 4.407 0.027 0.004 -0.009
H 9.318 3.087 4.236 0.027 -0.039 0.033
H 9.828 4.093 0.555 -0.018 0.010 0.007
H 10.527 3.017 -0.663 -0.146 0.050 -0.030
H 11.259 3.118 0.936 -0.065 0.085 0.079
O 13.084 3.668 2.709 0.013 0.001 -0.061
C 14.056 3.769 2.006 0.147 -0.098 0.134
O 13.988 3.277 0.757 -0.166 0.063 -0.090
C 15.016 3.481 -0.223 0.182 -0.042 -0.116
C 16.123 2.456 -0.107 -0.037 -0.053 0.143
C 15.349 4.356 2.515 -0.046 0.314 -0.147
H 15.390 4.504 -0.176 0.002 -0.006 0.056
H 14.508 3.376 -1.180 -0.075 -0.012 0.038
H 16.638 2.525 0.850 0.036 0.054 -0.022
H 16.855 2.599 -0.902 -0.009 0.006 -0.015
H 15.713 1.449 -0.187 -0.005 0.007 -0.054
H 15.898 3.577 3.043 0.006 -0.018 0.000
H 15.106 5.149 3.218 -0.041 -0.103 0.096
H 15.986 4.777 1.741 0.042 -0.111 -0.006
```
Forces are in eV/Å.

DFT total energy: -77989.40636 eV
Largest force on an atom: 0.69 eV/Å
Orbital gap: 0.292 Ha
ΔE to the lowest compared entry with this formula, charge and spin: 0.000 eV
Net charge: +1
Molar mass: 845.06 g/mol
HOMO: -11.16 eV

This record from OMol25 describes a structure of composition C43H78F24O15P4Tl. The level of theory is ωB97M-V with the def2-TZVPD basis set.

Geometry as XYZ:
```
165
Properties=species:S:1:pos:R:3:forces:R:3
C 3.468 -3.304 -4.667 -0.784 -1.240 0.439
C 2.953 -2.273 -3.676 1.863 0.560 0.171
C 2.671 -2.764 -2.235 -0.874 0.313 -0.092
C 2.136 -1.638 -1.280 0.576 0.738 -0.755
P 3.266 -0.171 -0.870 0.262 -0.497 -0.286
C 3.395 1.064 -2.214 0.936 -0.177 1.167
C 4.844 1.631 -2.275 -0.194 1.124 -1.307
C 4.934 2.836 -3.273 0.015 0.465 0.356
C 6.224 3.670 -3.112 0.178 -0.742 -0.361
C 4.943 -0.881 -0.655 -0.393 -0.475 0.264
C 5.094 -1.903 0.486 0.274 -0.772 0.599
C 6.342 -2.796 0.384 0.665 0.006 0.568
C 6.522 -3.823 1.550 -0.109 0.123 -1.389
C 2.965 0.665 0.732 -0.102 0.394 -0.134
C 4.068 1.592 1.347 -0.917 -0.710 0.668
C 3.624 1.962 2.793 -0.208 -0.655 -0.777
C 4.498 2.975 3.455 1.258 0.218 -0.304
H 2.708 -4.070 -4.818 -0.165 -0.143 -0.153
H 4.315 -3.846 -4.246 0.279 0.139 -0.179
H 3.696 -2.911 -5.658 0.160 0.237 0.244
H 2.210 -1.665 -4.192 -0.471 -0.077 0.689
H 3.836 -1.643 -3.570 0.023 0.736 0.038
H 3.493 -3.332 -1.799 0.420 0.267 -0.186
H 1.877 -3.507 -2.309 -0.337 0.000 0.206
H 1.740 -1.973 -0.321 0.000 -0.261 -0.064
H 1.321 -1.171 -1.833 -0.167 0.218 0.390
H 2.739 1.849 -1.839 -0.304 0.022 -0.524
H 3.022 0.607 -3.131 0.051 0.322 -0.059
H 5.609 0.921 -2.590 -0.233 -0.347 -0.115
H 5.195 1.983 -1.306 -0.316 0.072 0.215
H 4.154 3.582 -3.121 -0.469 -0.305 0.449
H 4.724 2.518 -4.295 0.446 -0.306 -0.101
H 6.385 4.402 -3.903 -0.558 0.255 0.095
H 7.141 3.087 -3.190 0.006 -0.396 0.338
H 6.191 4.157 -2.138 0.185 0.132 -0.076
H 5.634 -0.052 -0.501 0.011 -0.071 0.010
H 5.197 -1.328 -1.616 0.089 -0.143 -0.086
H 4.293 -2.627 0.636 -0.674 0.166 -0.660
H 5.095 -1.420 1.463 0.216 0.436 0.015
H 7.236 -2.174 0.343 0.119 0.170 -0.006
H 6.356 -3.350 -0.554 -0.290 -0.017 -0.148
H 7.248 -4.577 1.243 0.340 0.183 -0.020
H 5.614 -4.421 1.622 -0.242 0.283 0.651
H 6.886 -3.381 2.477 -0.486 -0.020 0.042
H 2.666 -0.177 1.357 0.269 0.070 0.560
H 2.088 1.309 0.658 -0.209 -0.420 -0.439
H 4.106 2.523 0.781 0.283 -0.102 -0.259
H 5.035 1.092 1.397 0.153 0.201 -0.166
H 3.645 1.062 3.407 -0.230 -0.169 -0.113
H 2.594 2.318 2.746 -0.142 -0.063 0.118
H 4.400 2.936 4.540 -0.223 0.499 -0.100
H 4.435 3.968 3.009 -0.542 0.189 0.403
H 5.538 2.724 3.244 0.290 -0.281 0.175
Tl -3.813 0.302 0.250 0.335 -0.150 -0.161
P -0.816 0.760 -0.601 -0.721 -1.672 -0.053
O -1.933 0.611 -1.760 1.212 0.681 0.968
O -1.444 1.900 0.219 -0.059 1.168 -0.484
O 0.609 0.978 -1.127 -1.286 -0.138 0.459
O -1.071 -0.443 0.354 0.930 0.049 -1.005
C -2.713 1.515 6.129 -0.488 0.410 -1.110
C -3.976 1.569 5.189 1.153 -0.869 1.021
O -4.221 2.892 4.677 -0.414 -0.651 -1.270
P -5.094 3.058 3.303 -0.725 2.283 0.800
O -5.018 1.987 2.272 -0.234 1.031 1.566
O -6.638 3.381 3.872 2.187 -0.726 -1.800
C -6.991 4.463 4.745 0.856 0.129 0.940
C -6.894 3.977 6.208 0.145 0.458 -0.492
O -4.548 4.548 2.833 -1.774 -2.777 0.223
C -3.177 4.685 2.468 1.207 1.105 0.746
C -2.457 5.112 3.741 0.788 0.154 -0.016
H -2.576 0.514 6.540 -0.457 0.007 0.174
H -1.811 1.651 5.532 -0.145 0.321 -0.011
H -2.705 2.268 6.917 -0.253 -0.101 0.026
H -3.770 0.857 4.390 -0.166 0.259 -0.262
H -4.855 1.198 5.714 -0.143 0.252 0.117
H -6.324 5.317 4.631 0.471 -0.181 -0.143
H -7.939 4.893 4.423 -0.339 -0.699 0.141
H -5.886 3.601 6.384 0.002 -0.107 -0.182
H -6.973 4.833 6.879 -0.406 -0.016 0.077
H -7.598 3.188 6.473 -0.139 0.191 -0.114
H -2.651 3.825 2.053 -0.661 -0.427 -0.185
H -3.149 5.483 1.725 -0.080 -0.071 -0.042
H -3.077 5.817 4.295 -0.055 -0.206 0.147
H -2.184 4.239 4.334 -0.385 0.142 0.203
H -1.505 5.617 3.572 0.013 0.070 -0.445
C -4.319 -6.908 0.771 0.539 -0.135 -0.058
C -4.600 -5.417 0.881 -0.917 -1.715 1.065
O -4.752 -4.912 -0.423 1.620 1.603 -0.908
P -3.561 -3.977 -1.030 -0.780 -0.143 -1.424
O -3.735 -2.483 -0.837 0.672 -3.271 -0.354
O -2.210 -4.683 -0.436 -3.239 -0.509 -1.017
C -1.143 -3.872 -0.102 1.714 0.382 0.680
C -0.193 -4.684 0.790 -0.627 0.853 0.245
O -3.601 -4.483 -2.596 0.157 1.499 1.847
C -3.129 -5.737 -3.084 -0.614 -0.476 -1.107
C -3.371 -5.822 -4.640 0.492 0.554 0.676
H -5.137 -7.410 0.253 -0.040 0.066 0.026
H -3.406 -7.091 0.205 0.072 0.039 -0.043
H -4.186 -7.376 1.747 -0.109 0.083 0.105
H -5.577 -5.373 1.361 -0.040 0.575 0.065
H -3.879 -4.916 1.527 0.115 0.263 -0.367
H -0.599 -3.653 -1.021 0.066 0.595 -0.088
H -1.561 -2.972 0.349 0.672 0.284 0.069
H 0.321 -5.439 0.196 0.072 0.019 0.242
H 0.487 -3.997 1.293 0.431 -0.059 -0.303
H -0.739 -5.130 1.622 -0.148 -0.305 -0.163
H -2.062 -5.883 -2.917 0.014 0.201 0.295
H -3.697 -6.481 -2.526 0.139 -0.438 -0.268
H -3.048 -6.768 -5.076 -0.342 -0.382 0.479
H -4.384 -5.572 -4.957 -0.071 -0.242 0.323
H -2.721 -5.129 -5.174 0.043 0.432 0.331
C 0.305 -1.435 2.955 -0.197 0.314 -0.053
C 0.102 -0.135 3.770 0.402 -0.952 0.005
C -0.667 0.925 3.048 0.882 -0.438 -3.114
F -1.941 0.563 2.862 -0.783 -0.323 0.456
F -0.633 2.139 3.570 0.122 0.797 1.153
F -0.489 -0.404 4.901 -1.583 -0.987 2.426
F 1.278 0.395 4.131 1.376 0.632 -0.294
O 0.861 -2.570 3.721 -0.040 0.704 -1.842
C 2.167 -2.478 4.164 -1.304 -0.575 -0.630
C 2.776 -3.937 4.315 -0.795 -0.712 2.174
F 2.677 -4.747 3.268 0.308 0.433 -2.150
F 4.067 -3.948 4.746 -0.232 0.801 -0.472
F 2.940 -1.725 3.340 -0.027 -0.159 0.478
F 2.027 -1.894 5.364 1.629 0.016 0.460
H 0.814 -1.158 2.032 0.712 -0.353 0.222
H -0.661 -1.711 2.532 -0.088 -0.486 0.556
H -0.185 0.959 2.072 -0.216 0.352 -0.308
H 2.207 -4.534 5.028 -0.283 0.932 0.850
C -2.861 0.672 -5.178 -0.130 -0.547 -0.931
C -4.039 1.666 -5.369 0.185 -0.673 1.703
C -4.512 2.042 -3.970 -0.967 0.314 2.418
F -5.092 3.266 -3.896 0.073 0.129 -0.677
F -5.448 1.186 -3.416 0.505 -0.034 -1.050
F -3.590 2.750 -5.983 1.151 1.168 -0.324
F -5.059 1.272 -6.132 -0.466 -1.246 -0.187
O -3.206 -0.439 -4.344 1.196 -0.838 -1.043
C -2.303 -1.558 -4.479 -2.411 2.156 1.550
C -0.993 -1.369 -3.761 1.102 -0.420 2.355
F -0.211 -2.485 -3.879 0.100 -0.478 -0.945
F -0.224 -0.319 -4.138 -0.584 -0.162 -0.394
F -2.987 -2.510 -3.851 0.481 -0.323 -0.097
F -2.101 -1.921 -5.710 0.133 -0.294 -2.006
H -1.967 1.124 -4.748 -0.464 0.620 -0.182
H -2.630 0.333 -6.188 0.176 -0.104 -0.105
H -3.694 2.038 -3.249 0.318 -0.037 -0.279
H -1.168 -1.368 -2.685 -0.451 0.877 -0.022
C -0.533 4.388 -1.562 1.332 0.729 0.105
C 0.869 4.811 -0.837 -2.866 -1.636 -0.506
C 0.960 4.240 0.643 -0.596 -1.135 0.251
F 2.004 4.649 1.380 1.028 0.952 -0.389
F -0.130 4.535 1.405 -0.413 0.705 -0.707
F 1.908 4.347 -1.574 0.163 -0.001 0.485
F 0.857 6.129 -0.890 0.781 1.326 0.525
O -0.496 4.964 -2.929 0.516 -1.448 0.570
C -0.839 4.101 -3.985 2.374 2.455 1.324
C 0.127 2.917 -4.194 -0.513 -0.942 2.801
F -0.123 2.326 -5.311 -0.697 -0.795 -4.095
F 1.439 3.208 -4.170 0.068 0.787 0.211
F -2.060 3.673 -3.703 -0.833 -0.632 -1.030
F -0.760 4.893 -5.099 -0.804 -0.772 0.725
H -1.357 4.881 -1.045 0.213 0.096 0.095
H -0.700 3.317 -1.450 0.160 0.014 -0.621
H 1.009 3.152 0.694 -0.080 -0.169 -1.000
H -0.105 2.101 -3.510 0.351 0.524 1.365
```
Forces are in eV/Å.

DFT total energy: -183643.57226 eV
Largest force on an atom: 4.23 eV/Å
Orbital gap (alpha / beta): 0.351 / 0.250 Ha
Multiplicity: 2
Net charge: 0
Molar mass: 1619.31 g/mol
HOMO (alpha / beta): -9.29 / -8.82 eV

> The highest net charge belongs to which entry?

C43H74NO15